Entry 1:
132
Properties=species:S:1:pos:R:3 method="wB97M-V/def2-TZVPD" homo_lumo_gap_ev=8.3792 e_tot_ev=-80494.77236 smiles="COC[C@H](C)N.COC[C@H](C)N.COC[C@H](C)N.COC[C@H](C)N.NC(N)=O.NC(N)=O.NC(N)=O.NC(N)=O.NC(N)=O.NC(N)=O.NC(N)=O.NC(N)=O" charge=0 de_lowest_kcal_mol=134.3 lumo_energy_ev=-0.07
C 7.76764 14.46439 10.37508
C 8.34599 15.83229 10.82602
C 8.80735 15.91673 12.23308
O 9.17404 17.30339 12.48062
C 9.67990 17.51149 13.79054
N 9.38852 16.19477 9.91352
H 7.70590 14.36930 9.29100
H 6.76970 14.12078 10.64736
H 8.44516 13.67709 10.70558
H 7.46660 16.47451 10.87432
H 9.68374 15.29935 12.43030
H 7.94814 15.65192 12.84930
H 8.99080 17.21343 14.58072
H 9.70330 18.59359 13.91948
H 10.69122 17.13715 13.94926
H 10.19588 15.58800 9.90396
H 9.82422 17.03166 10.27394
C 7.77896 10.18571 16.81448
C 8.12932 9.27454 15.65856
C 8.27057 9.97901 14.27604
O 9.19464 11.10676 14.15128
C 9.25804 11.59901 12.89528
N 9.40408 8.59236 15.94880
H 8.50064 10.91219 17.18796
H 7.33978 9.68930 17.67981
H 6.92818 10.80336 16.52672
H 7.34632 8.51904 15.59348
H 7.26882 10.24648 13.93982
H 8.75208 9.28971 13.58242
H 9.92210 12.46318 12.87736
H 8.33634 11.92668 12.41446
H 9.68032 10.94512 12.13226
H 10.15714 9.26282 15.88972
H 9.34880 8.53240 16.95550
C 16.05812 14.68995 11.75840
C 16.24714 15.54747 10.60232
C 16.71090 17.03814 11.02632
O 15.60668 17.80919 11.59990
C 15.33030 17.80412 13.02636
N 17.16636 14.89912 9.68697
H 15.72334 13.69167 11.47650
H 15.14944 15.00110 12.27376
H 16.93620 14.83262 12.38824
H 15.35572 15.51308 9.97598
H 17.05852 17.57064 10.14106
H 17.57019 17.11116 11.69294
H 15.88226 17.00768 13.52548
H 14.26844 17.62357 13.19354
H 15.54980 18.74494 13.53112
H 16.86152 13.93671 9.65654
H 18.03674 14.75267 10.17798
C 16.13948 9.60783 13.66844
C 16.55388 10.88939 14.33706
C 17.24267 11.85529 13.35224
O 18.50799 11.28662 12.75710
C 19.49478 10.82999 13.67530
N 15.39454 11.46965 14.96378
H 15.47566 9.94638 12.87292
H 15.64238 8.80873 14.21838
H 17.06689 9.21517 13.25154
H 17.20259 10.71209 15.19486
H 17.52464 12.78481 13.84680
H 16.50430 12.04723 12.57374
H 19.02284 10.08854 14.32000
H 19.83604 11.69608 14.24234
H 20.30908 10.30910 13.17166
H 14.79256 11.79978 14.22302
H 14.94016 10.86680 15.63476
C 12.77706 8.76909 12.96824
O 12.63598 9.03638 11.75678
N 12.50772 9.65381 13.86090
N 13.28284 7.67582 13.45394
H 12.71562 9.37438 14.80896
H 12.05844 10.51475 13.58338
H 13.21908 7.63158 14.46096
H 13.09160 6.82342 12.94706
C 14.53902 10.41277 9.09784
O 15.03118 10.98652 8.12660
N 14.90494 10.56662 10.30664
N 13.44016 9.81284 8.98878
H 14.33646 10.22596 11.06878
H 15.48182 11.38452 10.44214
H 13.08824 9.91193 8.04726
H 13.20106 9.18327 9.74148
C 13.97050 15.98124 15.80528
O 12.93686 16.10804 15.20920
N 14.46882 16.77170 16.70624
N 14.87822 15.03558 15.67240
H 13.83124 17.35965 17.22384
H 15.44366 16.67996 16.95400
H 15.73814 15.16745 16.18550
H 14.68350 14.36490 14.94276
C 12.54544 15.35738 8.17198
O 12.59024 15.06046 9.34506
N 13.01022 14.56206 7.20060
N 11.97486 16.45101 7.65014
H 13.31160 13.65160 7.51734
H 12.59264 14.77373 6.30566
H 11.61500 17.11244 8.32326
H 12.04712 16.67530 6.66800
C 12.30184 11.05931 17.10268
O 12.01468 10.01256 16.56508
N 12.44538 12.15284 16.48547
N 12.55336 11.24645 18.33378
H 12.49452 12.99131 17.04640
H 12.49502 12.11636 15.47734
H 12.81990 12.16559 18.65662
H 12.65216 10.42779 18.91700
C 12.75476 13.18329 12.48120
O 13.03566 12.49846 13.45970
N 12.93360 12.82300 11.23634
N 12.51942 14.43397 12.55166
H 13.24792 11.86836 11.13658
H 12.68980 13.36784 10.42160
H 12.33888 14.86978 13.44472
H 12.80812 14.98638 11.75692
C 9.53799 14.37375 16.06900
O 9.15961 15.39465 16.60781
N 8.74700 13.34427 15.99720
N 10.65652 14.28730 15.44432
H 7.91074 13.43204 16.55674
H 9.00938 12.44968 15.60864
H 10.79812 13.46937 14.86896
H 11.37728 14.99484 15.44066
C 12.13290 18.67571 10.73918
O 11.08596 18.88881 10.07006
N 12.91084 17.64163 10.59890
N 12.51754 19.54053 11.70010
H 12.66138 16.81888 10.06885
H 13.79274 17.73505 11.08226
H 13.33564 19.23506 12.20756
H 12.14542 20.47026 11.83134

---

Entry 2:
132
Properties=species:S:1:pos:R:3 method="wB97M-V/def2-TZVPD" s2=0.76 homo_lumo_gap_ev="8.2450 / 3.0625" e_tot_ev=-73145.93716 spin_multiplicity=2 charge=+1 lumo_energy_ev="-2.39 / -7.57"
O 2.14166 -0.49139 -3.76828
H 1.40407 -0.65664 -3.18102
H 2.43019 -1.36204 -4.04206
O -1.64651 3.28778 -1.77640
H -1.08312 3.39772 -2.54239
H -2.40699 2.80807 -2.10470
O -1.17597 2.07824 -4.89348
H -1.40586 1.50211 -5.62249
H -0.73198 2.81995 -5.30456
O -2.18814 -2.59963 -5.25816
H -1.71409 -3.41386 -5.42707
H -3.04645 -2.88263 -4.94280
O -2.44408 0.47120 -6.51420
H -3.09088 0.21780 -7.17273
H -2.30070 -0.32356 -6.00037
O -3.58851 1.70994 -3.38905
H -4.08424 0.90872 -3.55795
H -3.06136 1.83678 -4.17788
O 3.90313 1.54056 -4.25230
H 3.10744 1.01653 -4.34448
H 3.67497 2.21231 -3.60971
O 2.60161 3.42626 -2.80819
H 2.14636 3.65665 -1.99831
H 2.43572 4.16409 -3.39498
C 4.03578 -3.01772 1.06717
C 5.06141 -2.80495 -0.11587
O 6.43163 -3.00643 0.34558
O 4.16395 -2.09463 2.10093
H 4.10999 -4.07383 1.32641
H 2.99776 -2.90954 0.75267
H 4.85787 -1.83551 -0.57071
H 4.76888 -3.51681 -0.88774
H 7.05143 -2.88638 -0.37763
H 5.05566 -2.25393 2.41883
C 5.81047 2.28573 -0.93614
C 5.16574 3.30857 0.03766
O 5.59912 3.09621 1.33894
O 5.62152 0.89068 -0.44826
H 6.83390 2.62729 -1.09113
H 5.33292 2.39410 -1.90994
H 4.07638 3.29741 0.07311
H 5.25552 4.32286 -0.35126
H 5.86034 2.17329 1.37884
H 4.68400 0.69099 -0.39556
C 1.89805 -4.52415 -2.98718
C 0.76367 -3.74965 -2.33558
O -0.48834 -4.44344 -2.07315
O 2.93175 -3.55843 -3.18378
H 1.62375 -5.05797 -3.89707
H 2.23998 -5.39863 -2.43359
H 0.56438 -2.82558 -2.87824
H 1.15748 -3.39402 -1.38346
H -0.33356 -4.94254 -1.26783
H 3.78305 -4.00153 -3.20737
C 0.36636 5.52809 -1.33203
C 1.12754 6.08827 -2.53227
O 1.00148 5.36850 -3.66465
O 1.08511 4.58708 -0.72900
H -0.60558 5.21307 -1.71176
H 0.22759 6.31901 -0.59495
H 2.18991 6.31189 -2.43501
H 0.73860 7.09408 -2.69093
H 0.88698 5.94576 -4.42311
H 0.38682 3.99937 -0.43136
C -0.96348 -2.44187 2.45760
C -2.24806 -2.14094 1.61831
C -2.60794 -3.30630 0.63675
O -2.54764 -4.58780 1.21708
C -3.82937 -5.19181 1.56747
N -3.39775 -1.87916 2.41135
H -0.18425 -2.49826 1.69752
H -1.01151 -3.39608 2.98226
H -0.72367 -1.61596 3.12729
H -2.07247 -1.15822 1.18067
H -1.73920 -3.29196 -0.02141
H -3.47793 -3.10600 0.01138
H -4.69209 -4.99232 0.93186
H -4.05505 -4.89622 2.59206
H -3.78682 -6.27882 1.63612
H -3.64429 -2.68010 2.97509
H -4.21273 -1.80423 1.81949
C 0.09541 2.88735 9.27048
C 0.71163 1.64703 8.61989
C 0.70283 1.80502 7.05255
O 1.31153 0.72149 6.39771
C 0.90744 0.61693 5.00418
N 2.07399 1.66140 9.25254
H -0.95836 3.07313 9.06274
H 0.59983 3.83674 9.09072
H -0.00008 2.69423 10.33898
H 0.08341 0.77849 8.81760
H 1.08364 2.79440 6.79917
H -0.34644 1.84306 6.75983
H -0.00656 0.03192 4.90190
H 1.57148 0.03775 4.36254
H 0.79175 1.56527 4.47942
H 2.26997 2.64753 9.34867
H 2.74580 1.39353 8.54755
C 2.46257 0.43989 1.19615
C 2.01709 -0.07341 -0.17864
C 0.51857 0.07461 -0.61624
O 0.25210 -0.61847 -1.84457
C -1.02964 -0.46460 -2.38774
N 2.96819 0.60562 -1.10691
H 3.51093 0.65354 1.40449
H 1.90705 -0.26603 1.81353
H 1.98827 1.36617 1.52043
H 2.24860 -1.13611 -0.25052
H 0.32513 1.14530 -0.68181
H -0.21682 -0.40600 0.02898
H -1.15950 -0.89583 -3.38035
H -1.10815 0.60162 -2.60013
H -1.79254 -1.02001 -1.84222
H 2.70382 1.55827 -1.31349
H 2.88709 0.12833 -1.99331
C -6.24268 -0.70824 -2.37061
C -5.82942 -0.55086 -0.87404
C -6.53370 -1.57155 0.05969
O -5.74445 -1.56823 1.35411
C -6.23382 -0.67598 2.38841
N -4.36327 -0.64707 -0.75200
H -7.30044 -0.53201 -2.56602
H -5.93948 -1.71326 -2.66403
H -5.77944 -0.00025 -3.05783
H -6.09105 0.46165 -0.56669
H -6.53486 -2.54262 -0.43539
H -7.51088 -1.10692 0.19143
H -7.08022 -1.06786 2.95245
H -6.55540 0.30309 2.03329
H -5.35498 -0.58580 3.02685
H -4.13704 -0.68150 0.23174
H -3.89037 0.15378 -1.14585

---

Entry 3:
50
Properties=species:S:1:pos:R:3 method="wB97M-V/def2-TZVPD" s2=8.88 homo_lumo_gap_ev="4.9967 / 6.1625" e_tot_ev=-91040.57416 spin_multiplicity=6 charge=+1 lumo_energy_ev="-5.64 / -5.25"
Mn -0.69643 -0.07237 2.52252
N -3.37102 3.22296 2.11840
C -2.66830 2.08898 2.06298
S -1.61286 1.76592 3.44264
N -2.82070 1.31684 1.01723
N -2.06390 0.17686 1.15010
C -2.12330 -0.74797 0.24701
C -2.87037 -0.62091 -1.01377
C -2.55625 0.41958 -1.88560
C -3.21654 0.51979 -3.09797
C -4.21043 -0.39438 -3.42460
C -4.54075 -1.41843 -2.54774
C -3.86014 -1.54308 -1.34638
C -1.35950 -1.98733 0.57729
C -1.24776 -3.06946 -0.26369
C -0.54435 -4.18822 0.18395
C 0.03250 -4.18539 1.43983
C -0.07588 -3.04106 2.21502
N -0.76009 -1.98101 1.79164
H -3.29175 3.84940 2.89899
H -4.01112 3.44191 1.37267
H -1.79257 1.13917 -1.61975
H -2.95912 1.31501 -3.78425
H -4.73255 -0.30587 -4.36823
H -5.32554 -2.11964 -2.79777
H -4.12462 -2.33769 -0.65817
H -1.69306 -3.03966 -1.24705
H -0.44863 -5.05389 -0.45815
H 0.58005 -5.03693 1.81702
H 0.39477 -2.95714 3.18531
F 0.93198 0.58222 0.91542
C 2.21142 0.91799 0.53169
C 2.28948 1.54233 -0.68425
F 1.14633 1.76533 -1.32782
C 3.51858 1.92420 -1.24287
C 4.63333 1.61753 -0.43970
C 4.52974 0.99305 0.78363
F 5.65103 0.76820 1.45695
C 3.30676 0.60196 1.33617
C 3.21348 -0.09337 2.61912
C 1.98789 -0.19737 3.19207
N 0.87943 -0.23531 3.58716
C 4.29718 -0.72861 3.29873
N 5.14086 -1.28449 3.84857
F 5.84726 1.93188 -0.85764
C 3.62366 2.56242 -2.52218
C 2.49115 2.78549 -3.35411
N 1.59218 2.98221 -4.04796
C 4.85537 3.00664 -3.06802
N 5.82310 3.40171 -3.55441

---

Entry 4:
48
Properties=species:S:1:pos:R:3 method="wB97M-V/def2-TZVPD" homo_lumo_gap_ev=7.3741 e_tot_ev=-69112.47653 charge=0 de_lowest_kcal_mol=14.3 lumo_energy_ev=-1.08
Sn 10.97054 13.68624 7.50437
O 14.10159 16.10568 8.72100
C 13.26426 15.48321 8.05151
O 12.84963 14.27165 8.25797
C 12.69729 16.16558 6.80626
C 13.10518 17.44504 6.35458
C 12.60848 17.95682 5.15084
C 11.68183 17.18990 4.47109
C 11.33895 15.91510 4.94187
N 11.77627 15.44846 6.10262
H 13.90736 17.95480 6.92520
H 12.93983 18.93528 4.75097
H 11.26557 17.51771 3.50045
H 10.56969 15.28854 4.45104
S 11.90796 11.98088 5.94823
C 10.58878 10.99674 5.38976
C 10.82599 9.62969 5.24366
C 9.92861 8.74857 4.65621
C 10.35201 7.39931 4.53795
N 10.59396 6.27050 4.33046
C 8.72369 9.25876 4.18110
C 8.47150 10.61956 4.27714
C 9.34222 11.50046 4.92542
S 8.82144 13.13721 5.26543
C 7.64894 8.43224 3.86593
N 6.76470 7.68356 3.66292
H 11.74342 9.22960 5.62152
H 7.48061 10.99834 3.96652
F 4.47960 15.33392 5.89383
C 5.21475 14.27197 6.29671
C 6.54092 14.20271 5.87556
C 7.26166 13.08232 6.17913
C 6.78646 12.06111 7.03487
C 5.42075 12.19854 7.38716
F 4.89445 11.38158 8.33665
C 4.63133 13.31133 7.09802
C 7.50690 10.83376 7.40697
C 6.85127 9.61486 7.23063
C 7.40454 8.46095 7.79870
C 8.61307 8.53264 8.46963
C 9.25442 9.78248 8.41228
N 8.68613 10.91120 8.02701
H 7.01231 14.96993 5.23270
H 3.60058 13.39492 7.43386
H 5.93424 9.58486 6.64051
H 6.92079 7.49180 7.70638
H 9.10710 7.70086 8.97648
H 10.24104 9.92908 8.79678

---

Entry 5:
51
Properties=species:S:1:pos:R:3 method="wB97M-V/def2-TZVPD" homo_lumo_gap_ev=6.6257 e_tot_ev=-128005.63292 charge=0 lumo_energy_ev=-0.84
Co -0.02360 -0.06123 0.30037
Cl -3.89999 -5.28657 -1.29500
C -3.10650 -3.74761 -1.33924
C -2.15905 -3.46518 -0.36062
C -1.50940 -2.24437 -0.36967
N -0.51941 -1.86908 0.56753
C -0.90700 -2.01166 1.90210
O -0.75465 -2.96246 2.62004
C -1.63817 -0.76726 2.37220
C -2.54470 -0.74603 3.41148
C -3.26053 0.42041 3.63408
C -3.03737 1.52071 2.82056
C -2.09927 1.42585 1.80655
N -1.42572 0.30058 1.59418
C -1.84864 -1.28070 -1.33785
C -2.76812 -1.57666 -2.33106
C -3.39494 -2.81857 -2.32592
Cl -4.55140 -3.16199 -3.56885
N -1.18882 -0.06584 -1.14644
C -1.25729 1.01905 -1.92152
O -1.94626 1.22609 -2.91183
C -0.29343 2.07523 -1.42421
C -0.00879 3.19983 -2.17538
C 0.92928 4.09644 -1.69478
C 1.53814 3.85183 -0.47227
C 1.19192 2.71010 0.22623
N 0.29608 1.84074 -0.24150
H -1.91443 -4.21184 0.38262
H -2.67933 -1.63658 4.00890
H -3.99405 0.46881 4.42787
H -3.58302 2.44284 2.95879
H -1.88321 2.25338 1.14469
H -3.01613 -0.84340 -3.08218
H -0.52402 3.32682 -3.11699
H 1.18812 4.97844 -2.26568
H 2.27524 4.52839 -0.06431
H 1.62462 2.48225 1.19154
Cl 7.15100 -0.44638 -0.15378
C 5.42354 -0.43517 -0.32357
C 4.86709 -0.58514 -1.61102
C 3.51631 -0.59009 -1.78953
Cl 2.84679 -0.75180 -3.36981
C 2.60392 -0.46093 -0.68900
O 1.35470 -0.51902 -0.91585
C 3.20448 -0.28134 0.59320
C 2.41815 -0.11901 1.75899
O 1.17681 -0.07252 1.83824
C 4.61348 -0.28089 0.75429
H 5.51994 -0.69349 -2.46640
H 2.96396 -0.01533 2.70499
H 5.03366 -0.15965 1.74483

---

Entry 6:
50
Properties=species:S:1:pos:R:3 method="wB97M-V/def2-TZVPD" s2=0.84 homo_lumo_gap_ev="5.4418 / 5.1472" e_tot_ev=-376290.72229 spin_multiplicity=2 charge=-2 de_lowest_kcal_mol=2.6 lumo_energy_ev="4.17 / 4.17"
Mn -0.81062 0.69305 0.75181
Br -5.97560 0.11413 5.36870
C -4.86713 0.70978 3.94358
C -5.12569 1.90843 3.30234
Br -6.60094 2.98617 3.82697
C -4.29932 2.32165 2.23715
Br -4.58301 3.96160 1.32706
C -3.21028 1.56274 1.80592
O -2.41363 1.90756 0.84399
C -2.92414 0.31894 2.49731
O -1.87681 -0.34567 2.11833
C -3.77240 -0.07737 3.53121
Br -3.33612 -1.71249 4.38581
C -0.77230 -1.34105 -3.64567
C 0.16969 -0.37399 -3.30777
C 0.16673 0.20066 -2.03999
C -0.76968 -0.13975 -1.04647
C -1.69985 -1.12645 -1.42628
C -1.70890 -1.71789 -2.68613
H -0.77570 -1.79559 -4.63101
H 0.91928 -0.07437 -4.03647
H 0.93653 0.93148 -1.80208
H -2.44436 -1.44529 -0.70101
H -2.45279 -2.47459 -2.92312
O 1.18495 0.77069 0.79771
C 1.88982 0.91948 1.96833
C 0.96705 1.00242 3.18927
C 0.67862 0.05811 4.12454
C -0.42462 0.40615 4.95506
C -0.96196 1.61249 4.63465
S -0.09850 2.35763 3.35007
C 2.75588 2.17229 1.87726
C 3.36143 2.90937 2.85007
C 4.12757 3.99164 2.32680
C 4.08021 4.05148 0.96789
S 3.11922 2.78514 0.31385
C 2.80639 -0.29046 2.12002
C 3.85385 -0.54528 2.95314
C 4.40848 -1.84109 2.75536
C 3.77108 -2.53323 1.76968
S 2.46783 -1.63200 1.10469
H 1.20082 -0.88984 4.17209
H -0.84046 -0.24306 5.71493
H -1.83251 2.09042 5.06020
H 3.23018 2.69815 3.90387
H 4.66685 4.70606 2.93843
H 4.54433 4.78816 0.32709
H 4.21849 0.17670 3.67230
H 5.25576 -2.23045 3.30808
H 4.00350 -3.52554 1.41055